The following is a DFT calculation (the ωB97M-V functional and the def2-TZVPD basis) of C5H8FNS in the gas phase in a non-equilibrium geometry.

For the relative energy (zero: lowest compared OMol25 entry of this formula, charge and spin), the calculation gives 47.6 kcal per mole. Its SMILES is C[C@H]1[C@H](CF)N1C=S. As for the LUMO energy: 0.02772 Ha. For the total energy, the calculation gives -20354.936 eV. As for the HOMO-LUMO gap: 9.143 eV. The spin multiplicity is 1.

Each line ends with the Mulliken charge.
Element x y z (Å)
C1 2.11620 -0.72170 -0.00653  -1.185
C2 0.77821 -0.24557 0.56222  0.167
C3 0.00243 0.51784 -0.59460  0.006
C4 -0.96474 1.64198 -0.42953  -0.806
C5 -1.57465 -1.20819 0.43122  0.022
H1 2.89328 -0.01328 0.19221  0.305
H2 1.95309 -1.08135 -1.06715  0.353
H3 2.37440 -1.61974 0.61809  0.315
H4 0.59898 0.10404 1.66459  0.396
H5 0.63841 0.49003 -1.47011  0.319
H6 -1.77400 1.33877 -1.05752  0.345
H7 -0.66271 2.69990 -0.57894  0.317
H8 -1.41233 -1.98697 1.17921  0.313
N1 -0.44515 -0.77673 -0.13527  -0.201
F1 -1.55913 1.70412 0.83727  -0.281
S1 -2.96230 -0.84313 -0.14517  -0.383